# 1
A single C24H27NO6 molecule in a non-equilibrium geometry. Source: the Open Molecules 2025 dataset; level of theory: wB97M-V/def2-TZVPD.

XYZ file:
```
58
Properties=species:S:1:pos:R:3:forces:R:3
C 3.549 0.513 2.078 -0.4 -0.1 -0.1
C 2.079 0.875 1.891 0.2 0.2 0.1
O 1.322 -0.168 1.294 0.0 -0.1 -0.1
C 1.421 -0.277 -0.093 0.5 -0.6 0.1
O 0.896 0.868 -0.730 -0.3 0.2 -0.2
C -0.470 0.996 -0.563 -0.3 -0.6 0.1
C -0.996 2.392 -0.594 0.0 0.0 0.0
O -2.173 2.636 -0.416 0.0 0.0 0.0
N -0.022 3.307 -0.846 0.5 -0.3 -0.1
C -0.115 4.693 -0.968 -0.2 0.4 0.0
C 1.050 5.399 -1.263 -0.1 -0.1 0.0
C 1.018 6.774 -1.395 0.0 0.0 0.0
C -0.174 7.461 -1.233 0.0 0.1 0.0
C -1.332 6.761 -0.939 0.1 0.1 0.0
C -1.312 5.385 -0.805 -0.2 -0.2 0.0
C -1.273 -0.048 -0.373 0.3 0.4 -0.2
C -0.812 -1.471 -0.436 0.1 0.0 0.1
C -1.402 -2.282 0.696 -0.2 -0.1 -0.2
C -2.254 -3.341 0.425 0.1 0.1 -0.1
C -2.826 -4.110 1.437 -0.1 -0.1 0.5
C -2.511 -3.772 2.729 0.3 0.4 -0.1
C -1.655 -2.706 3.011 -0.3 -0.4 -0.3
C -1.091 -1.947 2.018 -0.1 -0.1 0.4
O -1.510 -2.590 4.369 0.2 0.3 -0.4
C -2.311 -3.605 4.932 -0.2 -0.2 1.2
O -2.923 -4.349 3.901 -0.1 -0.1 -0.5
C 0.730 -1.580 -0.529 0.2 0.3 -0.1
C 1.179 -1.955 -1.946 -0.1 -0.1 0.2
C 0.882 -3.413 -2.292 0.2 0.3 -0.4
C 1.215 -3.713 -3.755 0.1 -0.4 0.4
O 0.448 -2.955 -4.659 -0.4 0.3 -0.3
H 3.632 -0.417 2.634 0.1 -0.1 0.1
H 4.048 1.303 2.632 0.1 0.1 0.0
H 4.050 0.393 1.120 0.1 0.0 -0.1
H 1.607 1.034 2.864 0.1 0.1 -0.1
H 1.982 1.794 1.301 -0.1 -0.1 0.1
H 2.476 -0.292 -0.411 -0.2 0.0 0.1
H 0.901 2.916 -0.995 -0.2 0.0 0.1
H 1.981 4.863 -1.392 0.1 -0.1 0.0
H 1.927 7.310 -1.625 0.1 0.0 0.0
H -0.198 8.535 -1.336 0.0 0.1 0.0
H -2.264 7.290 -0.812 -0.1 0.0 0.0
H -2.213 4.840 -0.577 0.0 0.0 0.0
H -2.324 0.134 -0.220 -0.1 0.1 0.0
H -1.230 -1.872 -1.367 0.0 0.0 0.1
H -2.494 -3.585 -0.599 0.0 0.0 -0.1
H -3.488 -4.931 1.219 -0.1 -0.1 0.0
H -0.425 -1.131 2.236 0.1 0.1 0.1
H -1.684 -4.272 5.545 -0.1 0.1 -0.2
H -3.087 -3.152 5.571 0.2 -0.1 -0.2
H 1.074 -2.349 0.169 0.0 0.1 0.0
H 0.690 -1.301 -2.671 0.0 0.0 0.0
H 2.255 -1.796 -2.040 0.1 0.0 -0.1
H -0.172 -3.640 -2.113 -0.1 -0.1 0.0
H 1.473 -4.072 -1.653 0.0 -0.1 0.1
H 2.254 -3.449 -3.967 0.0 -0.1 0.0
H 1.085 -4.788 -3.949 0.1 0.1 0.0
H -0.485 -3.145 -4.510 0.1 0.0 0.0
```
Positions in Å, forces in eV/Å.

Computed properties:
Orbital gap (Eh): 0.3191
DFT total energy (Eh): -1436.925178
LUMO (eV): 0.61
SMILES: CCO[C@@H]1OC(C(=O)Nc2ccccc2)=C[C@H](c2ccc3c(c2)OCO3)[C@H]1CCCO
Total charge: 0

---

# 2
A single C5H10O molecule. Source: the Open Molecules 2025 dataset; level of theory: wB97M-V/def2-TZVPD.

XYZ file:
```
16
Properties=species:S:1:pos:R:3:forces:R:3
C -0.648 1.545 -0.720 -0.1 0.0 0.0
C 0.717 0.872 -0.859 0.1 0.1 -0.2
C 0.861 -0.610 -0.541 0.3 0.0 -0.1
O 1.954 -1.137 -0.597 -0.2 0.2 -0.4
C -0.279 -1.371 0.070 0.1 0.0 0.1
C -0.115 -0.903 1.548 -0.2 -0.1 0.2
H -0.963 1.661 0.323 0.1 -0.1 -0.2
H -1.437 1.003 -1.252 0.1 0.0 0.1
H -0.599 2.549 -1.155 0.0 -0.1 0.1
H 1.464 1.394 -0.248 -0.1 -0.1 -0.1
H 1.072 0.955 -1.890 0.0 0.1 0.0
H -0.095 -2.432 -0.136 0.0 0.2 0.5
H -1.289 -1.144 -0.283 0.3 0.2 -0.1
H 0.772 -0.265 1.684 -0.2 -0.3 -0.1
H -0.971 -0.293 1.842 0.0 -0.2 0.2
H 0.013 -1.740 2.232 -0.2 0.0 0.0
```
Positions in Å, forces in eV/Å.

Computed properties:
Orbital gap (Eh): 0.3832
DFT total energy (Eh): -271.735732
LUMO (eV): 1.03
SMILES: CCC(=O)CC
Total charge: 0

---

# 3
2 unconnected molecules or ions with the total composition C6H6N3O4 in a non-equilibrium geometry. Source: the Open Molecules 2025 dataset; level of theory: wB97M-V/def2-TZVPD.

XYZ file:
```
19
Properties=species:S:1:pos:R:3:forces:R:3
C -1.247 2.071 0.038 0.4 1.7 0.1
C -2.307 -0.604 0.750 0.1 -0.3 1.3
C -0.196 -1.454 -0.151 0.2 1.3 0.0
C 2.897 -0.403 0.899 -0.2 -1.1 0.6
C 1.814 -0.109 -0.143 0.7 2.2 0.7
C -1.856 1.157 -0.825 0.9 -2.3 -1.6
N -0.566 2.879 0.524 -0.4 -0.6 0.3
N -1.427 -1.401 0.462 0.0 -1.2 -0.6
N -3.188 1.042 -0.992 -0.1 1.2 0.0
O -3.218 -0.180 1.342 0.2 -0.2 -0.2
O 0.176 -2.198 -1.019 -0.3 0.0 0.4
O -3.734 0.324 -1.864 1.2 0.0 0.3
O 0.589 -0.505 0.435 -1.0 0.7 0.2
H 2.420 -1.300 1.485 1.5 1.9 -0.4
H 3.738 -0.776 0.337 0.6 -0.4 0.0
H 3.315 0.485 1.501 -1.3 -1.5 -0.6
H 1.884 -0.639 -1.062 0.7 -0.5 -0.7
H 1.901 1.033 -0.363 -1.1 -1.8 0.3
H -0.995 0.579 -1.354 -1.9 0.7 0.1
```
Positions in Å, forces in eV/Å.

Computed properties:
Orbital gap (Eh): 0.2667
DFT total energy (Eh): -697.412081
LUMO (eV): 3.27
Total charge: -1

---

DFT total energy of number 3 (C6H6N3O4)?
-697.412081 Eh

---

Which value of LUMO does entry 2 give?
1.03 eV

---

What did the third record say?
2 unconnected molecules or ions with the total composition C6H6N3O4 in a non-equilibrium geometry. Source: the Open Molecules 2025 dataset; level of theory: wB97M-V/def2-TZVPD.

XYZ file:
```
19
Properties=species:S:1:pos:R:3:forces:R:3
C -1.247 2.071 0.038 0.4 1.7 0.1
C -2.307 -0.604 0.750 0.1 -0.3 1.3
C -0.196 -1.454 -0.151 0.2 1.3 0.0
C 2.897 -0.403 0.899 -0.2 -1.1 0.6
C 1.814 -0.109 -0.143 0.7 2.2 0.7
C -1.856 1.157 -0.825 0.9 -2.3 -1.6
N -0.566 2.879 0.524 -0.4 -0.6 0.3
N -1.427 -1.401 0.462 0.0 -1.2 -0.6
N -3.188 1.042 -0.992 -0.1 1.2 0.0
O -3.218 -0.180 1.342 0.2 -0.2 -0.2
O 0.176 -2.198 -1.019 -0.3 0.0 0.4
O -3.734 0.324 -1.864 1.2 0.0 0.3
O 0.589 -0.505 0.435 -1.0 0.7 0.2
H 2.420 -1.300 1.485 1.5 1.9 -0.4
H 3.738 -0.776 0.337 0.6 -0.4 0.0
H 3.315 0.485 1.501 -1.3 -1.5 -0.6
H 1.884 -0.639 -1.062 0.7 -0.5 -0.7
H 1.901 1.033 -0.363 -1.1 -1.8 0.3
H -0.995 0.579 -1.354 -1.9 0.7 0.1
```
Positions in Å, forces in eV/Å.

Computed properties:
Orbital gap (Eh): 0.2667
DFT total energy (Eh): -697.412081
LUMO (eV): 3.27
Total charge: -1